1.
Here is C64H57AsCl2FInN7O5 as an isolated structure from the Open Molecules 2025 dataset. Energies are from ωB97M-V/def2-TZVPD.

Output
charge: -1
gap between HOMO and LUMO (spin up / spin down): 4.164 / 3.969 eV
ΔE to the lowest compared entry with this formula, charge and spin: 32.2 kcal per mole

```
138
Properties=species:S:1:pos:R:3:mulliken_charge:R:1
C 3.985 0.580 -4.055 -0.868
C -2.553 -3.794 1.992 0.852
H -7.064 1.769 2.961 0.523
C -2.244 -3.820 -3.091 -1.113
F -4.894 2.253 -4.184 -0.483
H 1.343 5.522 -1.034 0.371
H 0.128 -0.481 5.579 0.477
H -3.648 -5.604 2.163 0.399
C -1.345 -3.073 2.187 -1.741
C 2.194 1.999 -3.252 0.633
C 2.408 -1.392 -0.685 0.173
H -2.596 6.495 -3.796 0.444
C 3.756 -0.505 1.528 -0.627
H 0.562 -4.378 -1.619 0.317
C -1.151 -3.327 -2.384 1.520
C 2.493 -0.037 1.201 -0.331
C -5.019 1.017 2.024 -0.434
H 3.423 0.745 -2.003 0.071
H -8.582 3.175 -2.219 0.211
C -4.036 0.271 1.507 0.602
In -0.470 -0.349 0.094 1.582
C -2.265 3.025 3.416 -0.610
C 3.353 2.982 -0.053 0.038
C -0.240 -3.927 2.513 0.721
H -1.292 2.324 0.378 -0.746
H -7.804 5.362 -5.656 0.291
N -8.146 6.062 -3.676 -0.435
C 1.919 2.362 -4.568 -0.478
C -7.712 3.589 1.967 -0.628
H -8.329 3.001 -3.955 0.382
H 4.768 -0.140 -3.848 0.402
C 0.469 -0.052 4.634 -1.630
Cl -3.942 -3.093 1.191 -0.277
H 4.056 -2.665 -1.092 0.653
C -0.364 -5.262 2.808 -0.545
C -0.098 3.815 -2.516 -0.517
H -9.663 5.259 -2.492 0.418
C -1.606 -5.886 2.748 -0.577
N 1.873 -0.459 0.102 1.444
H -5.289 4.849 -4.157 0.126
O 2.070 -2.736 -2.599 -0.819
N 0.441 1.000 1.890 1.026
C -0.896 0.178 -3.827 -0.416
C -5.584 2.040 -0.069 -0.223
H -1.002 -5.106 -1.187 0.409
C -2.681 -5.140 2.308 -0.609
N 0.306 -1.436 -1.831 1.137
C -6.253 2.989 -0.838 -1.100
N -1.019 -1.747 2.100 0.163
H -6.341 3.705 -4.973 0.498
H -1.473 0.654 -4.623 0.409
C -2.361 4.651 -2.715 -0.896
C -0.712 -2.019 -2.631 -0.847
H 0.514 -0.849 3.890 0.166
H 1.477 0.348 4.762 0.268
H 0.525 -5.818 3.079 0.426
C 4.342 -1.450 0.696 -1.381
C -0.419 1.552 2.876 -0.836
C -9.092 4.984 -3.377 -0.718
H -2.960 3.800 3.103 0.402
C 2.680 1.854 -5.615 -0.743
H -9.798 4.804 -4.195 0.358
H -9.238 1.942 1.853 0.304
C 1.751 0.923 2.125 0.323
H -0.443 -3.642 -0.383 0.113
H -2.962 -1.126 -5.006 0.431
C -1.461 3.690 -2.263 -0.402
C 3.037 5.712 0.253 -0.792
C 3.716 0.965 -5.363 -0.635
H -2.123 3.790 0.929 0.328
H -6.912 3.724 -0.393 0.399
H -6.654 6.554 -5.048 0.431
H -3.756 -3.438 -4.568 0.351
H -3.068 2.867 5.406 0.362
As 1.069 2.467 -1.712 1.468
C -2.455 -1.751 -4.276 -0.675
C -2.324 2.511 4.703 -1.060
C -3.257 -0.595 2.458 -1.604
C -6.006 3.074 -2.248 -0.878
C -7.251 5.689 -4.768 -0.724
C 0.350 4.905 -3.264 0.145
N -6.819 4.058 -2.963 0.480
C -3.789 0.301 0.051 0.199
C -2.899 -3.043 -4.034 -0.981
C 4.073 5.062 0.911 -0.689
H 2.895 6.779 0.384 0.401
H 5.000 3.162 1.303 0.430
C 3.226 1.089 -3.012 -0.144
O -2.125 -0.855 1.812 1.432
N -5.823 1.871 1.303 0.268
H 1.093 3.023 -4.790 0.397
H 4.226 -0.131 2.425 0.681
H -3.649 0.665 -2.560 0.336
C -4.376 1.326 -2.101 -0.734
C -8.278 3.695 -3.121 -0.440
H -8.100 3.951 2.911 0.339
C 2.162 4.999 -0.560 -0.364
H -1.720 -6.934 3.002 0.373
H -8.423 2.313 0.269 0.056
C -8.387 2.382 1.346 -0.481
H -0.350 3.685 0.958 0.525
C -0.472 -4.165 -1.339 -1.301
O -3.583 -0.948 3.556 -0.711
C -1.902 5.736 -3.449 -0.613
C -6.322 4.542 -4.290 -0.504
O -2.931 -0.398 -0.541 -0.528
O 2.432 1.484 2.996 -0.778
C 1.550 -1.926 -1.826 -0.294
H 0.162 0.196 -4.098 0.330
C -0.544 5.857 -3.734 -0.863
H 5.321 -1.848 0.935 0.360
H 1.409 5.021 -3.470 0.568
H -0.181 6.701 -4.308 0.381
C 3.662 -1.910 -0.427 -0.570
H -7.321 4.373 1.335 0.169
H -2.591 -4.827 -2.882 0.362
C -7.048 2.247 1.996 -0.174
H -6.833 4.908 -2.392 0.570
H -5.202 0.981 3.092 0.532
H -3.413 4.543 -2.478 0.667
C -1.368 -1.229 -3.582 0.375
H 3.463 1.907 -0.121 -0.082
C 4.225 3.691 0.761 -0.790
H 4.741 5.616 1.559 0.350
H -1.471 1.096 6.068 0.339
C -0.471 1.030 4.183 1.647
H 4.295 0.556 -6.181 0.346
C 2.321 3.626 -0.736 0.708
C -5.091 2.208 -2.840 0.956
C -1.426 1.521 5.069 -0.805
Cl 1.371 -3.245 2.509 -0.231
H -0.999 0.780 -2.920 -0.412
C -1.325 2.557 2.504 0.396
H -1.831 2.841 -1.702 0.161
C -1.276 3.126 1.116 -0.581
H -8.619 6.934 -3.857 0.287
H 2.448 2.142 -6.634 0.393
C -4.592 1.230 -0.682 1.083
```


2.
Here is C24H42BiCl3N4O3SSi as an isolated structure from the Open Molecules 2025 dataset. Energies are from ωB97M-V/def2-TZVPD.

Output
gap between HOMO and LUMO: 8.336 eV

```
79
Properties=species:S:1:pos:R:3:mulliken_charge:R:1
C -1.111 -6.406 3.405 -0.736
C 3.849 8.026 -0.738 -0.091
H -2.359 -5.012 -0.022 0.566
H 1.971 -3.244 -0.031 0.356
H -3.804 4.258 -3.078 0.317
H -2.400 5.349 -2.813 0.286
C -3.868 -1.305 2.304 -1.362
H -3.377 1.829 -2.772 0.363
C -0.691 3.567 -3.297 0.045
N 3.183 7.171 -1.593 0.264
H -1.535 -2.529 2.715 0.331
H 0.216 -2.886 -2.525 0.344
C -2.334 1.979 -2.476 -0.949
H 4.712 5.117 0.208 0.293
C 2.304 7.553 -2.688 -0.759
H -3.069 4.393 -1.457 0.305
H 0.779 -0.261 -1.134 0.390
Cl -0.468 2.284 1.151 -0.544
H 3.852 -2.173 1.772 0.291
H -0.845 -4.120 -1.792 0.327
Bi 1.293 2.987 -0.594 1.708
H 5.054 -2.121 -0.927 0.374
C 4.511 -1.361 1.430 -0.865
H -1.147 -4.314 4.038 0.399
H 4.335 -0.773 -1.878 0.285
H 1.485 -2.534 1.536 0.171
C -1.985 -5.414 0.928 0.189
H 3.731 9.096 -0.806 0.395
H -1.215 -8.363 2.473 0.367
H -4.151 -4.782 1.995 0.281
Cl -0.054 5.230 -0.622 -0.566
H 3.095 0.778 1.258 0.236
H -6.307 -3.370 3.128 0.284
H -6.431 -4.422 1.708 0.370
C -5.938 -3.523 2.104 -1.487
C 4.182 -1.474 -1.048 -0.843
C 1.137 -3.125 0.678 -0.755
H 5.505 -1.770 1.236 0.339
C -1.797 -6.793 1.110 -0.961
C -1.354 -7.287 2.343 -0.404
C -4.465 -3.735 2.055 0.269
H -6.254 -2.671 1.490 0.367
H -2.254 1.868 -1.382 0.288
C -2.859 4.395 -2.537 -0.885
H 5.241 7.533 0.918 0.406
H -2.027 -7.469 0.284 0.394
H -3.164 -0.685 1.732 0.213
O 2.750 0.824 -0.799 -0.805
H 3.303 -2.101 -1.268 0.170
H -0.910 0.055 -0.665 -0.210
H 2.680 7.113 -3.615 0.349
C 4.593 7.255 0.106 -0.637
H 4.556 -0.584 2.200 0.314
C 0.007 -0.478 -0.384 -0.451
C -2.069 -3.062 1.913 0.222
C -0.648 -3.044 -1.863 -1.074
Cl 2.946 3.570 1.273 -0.592
S 3.129 4.566 -2.336 -0.427
H -1.694 1.243 -2.972 0.319
N 4.393 5.945 -0.285 0.081
H 1.286 7.190 -2.513 0.209
O -1.703 -2.468 0.674 -0.101
O 0.230 2.724 -3.256 -0.656
H -4.887 -1.093 1.967 0.393
N 4.023 -0.747 0.205 0.258
H 2.315 8.645 -2.752 0.285
H 0.329 -0.060 0.579 0.160
C 3.259 0.345 0.250 0.208
H 0.875 -4.127 1.050 0.393
C -1.296 -5.038 3.232 -0.342
Si -0.285 -2.295 -0.192 -0.227
H -0.526 4.596 -3.664 0.290
C -1.745 -4.550 1.999 0.108
H -1.529 -2.560 -2.305 0.298
H -3.798 -1.010 3.364 0.249
C -3.547 -2.756 2.118 0.155
C 3.539 5.868 -1.352 -0.205
H -0.803 -6.783 4.377 0.386
N -1.943 3.320 -2.877 0.273
```


3.
Here is C11H8FeNO5 as an isolated structure from the Open Molecules 2025 dataset. Energies are from ωB97M-V/def2-TZVPD.

Output
multiplicity: 5
charge: +1
gap between HOMO and LUMO (spin up / spin down): 7.783 / 5.726 eV
⟨S²⟩: 6.08
ΔE to the lowest compared entry with this formula, charge and spin: 0.0 kcal per mole

```
26
Properties=species:S:1:pos:R:3:mulliken_spin:R:1
C 4.667 2.698 2.124 0.261
C 3.891 2.667 3.293 -0.031
C -0.383 1.303 -0.378 0.014
C 4.297 1.924 1.015 -0.033
C 0.541 -1.224 -1.068 -0.047
O -2.296 -1.033 -3.193 0.112
H 4.174 3.272 4.156 0.002
C -1.817 0.328 0.955 0.191
C 2.424 1.021 2.273 0.188
Fe -0.948 -0.408 -0.694 1.631
C 2.755 1.864 3.363 0.155
H 1.339 -0.669 1.770 -0.021
H 5.558 3.328 2.075 0.005
H 2.882 0.473 0.233 0.001
H 4.876 1.964 0.092 0.001
C -0.956 -0.966 1.082 0.171
O 0.104 2.365 -0.407 0.053
O -0.778 -1.729 1.981 0.272
H -1.309 1.270 1.416 0.010
C 3.189 1.086 1.084 0.139
H 0.791 0.132 3.178 -0.020
H 2.126 1.834 4.256 0.000
O 1.633 -1.608 -1.209 0.013
O -3.080 0.217 0.987 0.562
N 1.383 0.154 2.357 0.349
C -1.833 -0.624 -2.212 0.021
```


4.
Here is an isolated ion of composition C2H6N3O and charge +1 from the Open Molecules 2025 dataset. Energies are from ωB97M-V/def2-TZVPD.

Output
charge: +1
gap between HOMO and LUMO: 10.030 eV
ΔE to the lowest compared entry with this formula, charge and spin: 137.4 kcal per mole

```
12
Properties=species:S:1:pos:R:3:nbo_charge:R:1
H 0.458 2.305 -0.288 0.440
N 0.928 0.334 0.043 -0.476
H -1.388 -0.974 -1.147 0.242
N 0.151 1.356 -0.577 -0.073
H 1.657 0.635 0.681 0.429
H 0.280 1.292 -1.613 0.412
C -1.204 -0.735 -0.108 0.028
N 0.575 -1.832 1.005 -0.560
H -2.025 -0.880 0.584 0.268
H 1.545 -1.918 1.284 0.386
C 0.183 -0.821 0.399 0.320
O -1.159 1.239 -0.262 -0.416
```


5.
Here is N4S4 as an isolated structure from the Open Molecules 2025 dataset. Energies are from ωB97M-V/def2-TZVPD.

Output
gap between HOMO and LUMO (spin up / spin down): 4.949 / 4.950 eV
ΔE to the lowest compared entry with this formula, charge and spin: 64.8 kcal per mole

```
8
Properties=species:S:1:pos:R:3:nbo_charge:R:1
S 3.574 0.362 0.304 1.153
N -2.985 -0.724 0.049 -0.857
S -1.731 -1.716 0.012 0.203
S -2.893 0.885 0.113 1.073
S 0.056 0.272 -0.426 1.120
N 1.449 0.440 0.132 -1.132
N -1.372 1.316 0.235 -1.042
N 3.902 -0.834 -0.419 -0.518
```


6.
Here is a 3-piece molecular cluster, C25H57BF9N8O6P2 overall from the Open Molecules 2025 dataset. Energies are from ωB97M-V/def2-TZVPD.

Output
charge: +1
gap between HOMO and LUMO: 6.044 eV
ΔE to the lowest compared entry with this formula, charge and spin: 0.0 kcal per mole

```
108
Properties=species:S:1:pos:R:3:mulliken_charge:R:1
H 3.614 7.154 -2.063 0.245
N 3.447 2.595 0.426 0.107
C 3.829 3.919 -0.061 -1.166
H 3.868 4.635 0.762 0.350
H 2.816 5.016 -6.762 0.235
N 2.037 7.368 -4.766 0.070
C -4.759 -3.795 1.572 1.597
H 4.597 4.499 -3.323 0.143
H 3.815 8.983 -7.531 0.320
H 4.200 4.592 -5.007 0.307
H 6.056 3.778 2.708 0.334
N 3.411 7.046 -6.784 0.176
H -4.697 -6.101 3.396 0.053
C -3.918 -6.188 1.346 -0.525
C 6.469 2.807 2.445 -1.118
H 7.391 2.987 1.887 0.378
H -6.274 -3.113 0.113 0.429
C -5.518 -2.705 0.787 -0.990
H 7.200 0.911 1.064 0.365
F 0.094 -3.663 2.866 -0.306
H 3.364 5.602 -8.296 0.366
C 1.497 1.103 2.572 -1.201
H -2.914 -9.203 2.070 0.330
H 5.786 5.173 -4.463 0.292
C -4.349 -6.840 2.668 0.046
H 3.526 -0.831 3.115 0.314
H -6.892 -4.873 1.809 -0.029
C 3.246 -0.519 2.100 -0.911
H -4.854 -5.028 -0.038 0.614
N 2.831 0.866 2.034 0.353
H 3.680 0.800 -0.685 0.228
H -4.779 -2.219 0.147 0.441
C -6.045 -1.627 1.734 -0.634
H -7.653 -7.646 3.473 0.253
F -0.314 -1.590 1.457 -0.258
F -2.492 -4.603 3.287 -0.306
H 1.514 1.827 3.392 0.354
B -3.337 -7.857 3.423 0.734
H 6.034 0.023 2.048 0.362
H 3.381 7.796 -8.749 0.381
O -3.391 -7.859 4.790 -0.615
H -1.362 -7.277 5.019 0.313
H 0.283 8.549 -4.610 0.426
N -4.943 -5.153 0.971 0.146
H -6.879 -5.597 0.252 0.329
O -5.454 -7.685 2.324 -0.453
N 5.530 2.044 1.615 0.160
H 0.321 6.289 -4.271 0.407
C -6.580 -6.988 1.861 0.337
H -5.126 -3.803 2.593 0.178
O -6.595 -2.404 4.024 -0.590
F 0.045 -4.231 0.802 -0.294
C 6.135 0.776 1.255 -1.050
H 5.189 6.357 -2.119 0.439
C 3.025 1.670 -0.600 -0.740
H -7.113 -7.645 1.170 0.380
F -1.753 -6.831 0.815 -0.280
F -2.109 -2.002 2.560 -0.252
H -6.452 -0.787 1.177 0.503
H 1.045 0.193 2.963 0.441
N -7.458 -6.772 3.005 -0.672
H -5.195 -1.256 2.311 0.293
C 4.512 7.001 -2.678 -1.166
O 4.064 2.412 3.541 -0.846
H -4.068 -6.970 0.600 0.843
C 4.718 5.125 -4.211 -0.840
C 1.112 8.368 -5.297 -1.126
H 4.565 5.278 -7.044 0.367
H 5.729 0.383 0.320 0.237
H 3.101 4.308 -0.777 0.489
H 0.832 1.496 1.790 0.239
H 0.706 8.060 -6.269 0.340
H 2.005 1.314 -0.436 0.145
C -2.468 -5.746 1.134 0.415
O 5.023 8.263 -5.402 -0.840
C -7.117 -2.091 2.733 -0.451
H -7.730 -2.904 2.331 0.171
H 1.618 9.325 -5.433 0.345
C 3.557 5.672 -7.225 -1.054
C -6.361 -5.602 1.208 -0.465
F -2.454 -4.992 -0.016 -0.360
O -2.511 -8.746 2.815 -0.511
H 6.718 2.283 3.376 0.340
H 1.665 5.277 -4.766 0.220
H 1.657 6.039 -3.169 0.142
F -0.859 -5.896 2.806 -0.321
C 1.406 6.188 -4.222 -0.744
H 4.817 3.897 -0.537 0.314
C -2.349 -7.115 5.446 -0.628
H -3.734 -3.462 1.618 -1.675
H 5.002 7.768 -8.015 0.329
H -2.307 -7.476 6.471 0.316
N 4.141 6.431 -3.968 0.309
H 3.029 2.165 -1.572 0.361
P 3.695 7.590 -5.156 0.646
P 3.861 2.244 2.056 0.640
C -1.344 -2.434 1.559 0.601
C -0.735 -3.835 1.812 0.582
H -7.800 -1.260 2.897 0.428
H 2.435 -1.163 1.748 0.196
H -8.304 -6.285 2.741 0.212
H 5.012 7.967 -2.787 0.358
F -2.036 -2.341 0.418 -0.233
C -1.704 -4.989 2.268 0.769
H 4.081 -0.727 1.433 0.301
H -6.549 -3.360 4.100 0.355
C 3.936 7.942 -7.820 -1.092
H -2.639 -6.066 5.502 0.197
```